Computed, not measured: a cluster of 5 separate species, C35H37NO20P in total, with the ωB97M-V functional and the def2-TZVPD basis.

Its spin multiplicity is 2. The electronic energy is -88618.696 eV. The charge is 0. The calculation puts the HOMO energy at -8.40 eV. The lowest unoccupied orbital energy is -1.88 eV. For the orbital gap, the calculation gives 6.5 eV. As for the largest force on an atom: 3.879 eV Å⁻¹.

```
94
C35H37NO20P | the OMol25 dataset | the ωB97M-V functional and the def2-TZVPD basis
C 4.38 -3.11 -1.23
C 4.18 -2.45 0.17
C 5.58 -2.49 0.89
C 3.81 -0.96 0.03
C 2.33 -0.72 -0.40
C 1.85 0.55 0.42
C 2.82 1.75 0.30
O 2.89 2.49 -0.62
P 2.30 -0.17 -2.23
O 1.77 -1.42 -3.20
O 1.04 0.97 -2.31
C 1.30 -1.86 -0.07
C 1.83 -3.15 0.61
C 1.46 -4.36 -0.32
C 0.96 -3.36 1.90
N 3.23 -3.14 1.07
O 3.68 -4.34 1.28
H 4.01 -4.14 -1.31
H 3.93 -2.45 -1.98
H 5.45 -3.15 -1.50
H 6.30 -3.14 0.39
H 5.50 -2.73 1.96
H 6.00 -1.47 0.84
H 4.48 -0.51 -0.72
H 3.99 -0.50 1.02
H 1.86 0.22 1.47
H 0.82 0.83 0.18
H 3.54 1.91 1.15
H 1.99 -2.30 -2.85
H 0.27 0.53 -1.90
H 0.78 -2.16 -0.99
H 0.51 -1.43 0.56
H 1.71 -5.33 0.12
H 0.37 -4.34 -0.41
H 1.84 -4.23 -1.34
H 1.36 -4.18 2.51
H -0.10 -3.51 1.66
H 1.10 -2.45 2.50
C 2.18 2.89 -7.68
C 1.88 4.16 -7.37
C 1.51 4.57 -5.98
O 1.27 5.74 -5.76
C 1.46 3.54 -4.95
C 1.76 2.27 -5.25
C 2.15 1.86 -6.64
O 2.43 0.70 -6.86
O 1.72 1.30 -4.33
O 1.89 5.13 -8.29
H 2.45 2.58 -8.68
H 1.18 3.84 -3.95
H 1.98 0.49 -4.82
H 1.64 5.94 -7.82
C -2.68 2.68 0.47
C -3.35 3.83 0.48
C -4.07 4.34 -0.73
O -4.68 5.38 -0.65
C -3.99 3.54 -1.95
C -3.31 2.39 -1.96
C -2.62 1.88 -0.74
O -2.03 0.81 -0.80
O -3.21 1.64 -3.06
O -3.43 4.60 1.58
H -2.16 2.31 1.35
H -4.50 3.93 -2.83
H -2.68 0.87 -2.81
H -3.97 5.37 1.32
C -3.60 -7.91 1.61
C -2.38 -7.36 1.60
C -2.13 -6.02 0.98
O -1.01 -5.55 1.01
C -3.26 -5.33 0.35
C -4.48 -5.89 0.36
C -4.73 -7.22 1.01
O -5.86 -7.67 1.00
O -5.53 -5.29 -0.20
O -1.32 -7.96 2.14
H -3.79 -8.88 2.06
H -3.06 -4.37 -0.11
H -6.28 -5.90 -0.06
H -0.57 -7.36 2.00
C -0.87 5.16 5.95
C -1.24 5.63 7.15
C -2.67 5.81 7.52
O -2.95 6.23 8.63
C -3.69 5.47 6.52
C -3.33 5.00 5.32
C -1.88 4.80 4.96
O -1.60 4.35 3.87
O -4.24 4.69 4.39
O -0.34 5.98 8.08
H 0.17 5.03 5.67
H -4.72 5.62 6.80
H -3.75 4.37 3.61
H -0.86 6.28 8.84
```

Atom charges from the Mulliken analysis, given in e for atoms 1 to 5: atom 1 (C): -1.29, atom 2 (C): 1.98, atom 3 (C): -1.49, atom 4 (C): -2.82, atom 5 (C): 2.34